{"formula": "C41H108N4O13", "method": "the ωB97M-V functional and the def2-TZVPD basis", "homo_lumo_gap_ev": 9.75, "e_lumo_ev": 0.6, "total_charge": 0, "smiles": "COC[C@H](C)N.COC[C@H](C)N.COCCNCCOC.COCCNCCOC.CC(C)O.CC(C)O.CC(C)O.CC(C)O.CC(C)O.CC(C)O.CC(C)O", "energy_ha": -2823.8872, "homo_ha": -0.336, "relative_energy_kj_mol": 0.00, "species": ["C", "O", "C", "C", "C", "N", "H", "H", "H", "H", "H", "H", "H", "H", "H", "H", "H", "C", "O", "C", "C", "C", "N", "H", "H", "H", "H", "H", "H", "H", "H", "H", "H", "H", "C", "O", "C", "C", "N", "C", "C", "O", "C", "H", "H", "H", "H", "H", "H", "H", "H", "H", "H", "H", "H", "H", "H", "H", "C", "O", "C", "C", "N", "C", "C", "O", "C", "H", "H", "H", "H", "H", "H", "H", "H", "H", "H", "H", "H", "H", "H", "H", "C", "C", "C", "O", "H", "H", "H", "H", "H", "H", "H", "H", "C", "C", "C", "O", "H", "H", "H", "H", "H", "H", "H", "H", "C", "C", "C", "O", "H", "H", "H", "H", "H", "H", "H", "H", "C", "C", "C", "O", "H", "H", "H", "H", "H", "H", "H", "H", "C", "C", "C", "O", "H", "H", "H", "H", "H", "H", "H", "H", "C", "C", "C", "O", "H", "H", "H", "H", "H", "H", "H", "H", "C", "C", "C", "O", "H", "H", "H", "H", "H", "H", "H", "H"], "positions_angstrom": [[1.69666, -2.61311, -3.17551], [1.47325, -1.35053, -2.58378], [0.56189, -1.41815, -1.49578], [0.18424, -0.05896, -0.97488], [-0.62008, -0.13248, 0.30933], [-0.57399, 0.73318, -1.94800], [0.82672, -2.93768, -3.74511], [2.03106, -3.38130, -2.46915], [2.57205, -2.53815, -3.82425], [-0.29659, -2.05136, -1.74002], [1.07604, -1.95261, -0.68319], [1.11780, 0.49188, -0.78601], [-0.91463, 0.85016, 0.67300], [-0.04177, -0.55893, 1.14094], [-1.47583, -0.81183, 0.26920], [-0.88095, 1.61375, -1.56728], [0.10540, 1.01575, -2.66121], [-1.93723, 1.09792, 3.65259], [-1.64782, 0.39258, 4.84896], [-0.62938, 1.03593, 5.57090], [-0.26751, 0.18757, 6.75945], [0.70911, 0.78650, 7.75244], [0.26044, -1.11811, 6.32163], [-2.77716, 0.56791, 3.20796], [-1.05005, 1.17874, 3.01638], [-2.26540, 2.12497, 3.87337], [0.26762, 1.25951, 4.97404], [-0.95452, 2.02873, 5.91844], [-1.19018, 0.00723, 7.33295], [1.02686, 0.14922, 8.57868], [0.28563, 1.67200, 8.23948], [1.63963, 1.13435, 7.29227], [-0.41325, -1.65571, 5.77989], [0.39659, -1.66871, 7.16683], [-4.88098, -0.18692, -1.67908], [-4.27194, 0.41671, -0.55132], [-4.27636, 1.82286, -0.61690], [-4.22408, 2.39456, 0.80872], [-3.74052, 3.78869, 0.77400], [-3.43639, 4.28631, 2.12773], [-3.00901, 5.73009, 2.05878], [-4.08083, 6.48880, 1.55320], [-3.82717, 7.87016, 1.56654], [-4.70838, -1.25880, -1.58209], [-4.39160, 0.16767, -2.58872], [-5.96287, -0.03461, -1.70123], [-5.19267, 2.18047, -1.09664], [-3.38294, 2.19855, -1.13264], [-3.63188, 1.74831, 1.45431], [-5.24878, 2.41085, 1.20107], [-4.53070, 4.37399, 0.50422], [-2.59281, 3.69464, 2.49726], [-4.26053, 4.18724, 2.84660], [-2.11493, 5.81083, 1.42487], [-2.72718, 6.07708, 3.06291], [-2.88968, 8.13004, 1.06281], [-3.73499, 8.24625, 2.59445], [-4.66886, 8.37000, 1.09588], [-4.61198, -2.46464, 2.32393], [-3.75591, -3.28505, 1.58094], [-2.73881, -2.53756, 0.95795], [-1.99654, -3.41449, -0.05479], [-1.21031, -4.53109, 0.48974], [-0.14404, -4.07656, 1.36186], [0.70164, -5.21632, 1.87434], [-0.14324, -6.06158, 2.65139], [0.50353, -7.18198, 3.18579], [-5.52448, -2.98262, 2.60560], [-4.92916, -1.54599, 1.81294], [-4.07170, -2.13423, 3.22051], [-2.03596, -2.11964, 1.68747], [-3.19492, -1.70172, 0.41342], [-1.34090, -2.74910, -0.62440], [-2.73382, -3.85708, -0.72756], [-1.88045, -4.99143, 1.11281], [-0.42144, -3.45707, 2.22467], [0.53783, -3.44856, 0.77220], [1.54192, -4.91395, 2.50876], [1.07563, -5.83014, 1.04372], [0.82834, -7.88479, 2.41103], [-0.19448, -7.65910, 3.86819], [1.39105, -6.87569, 3.75598], [0.67173, 4.30393, 2.92203], [1.50695, 3.80865, 1.73766], [2.87923, 3.30428, 2.15327], [0.81706, 2.77928, 1.03341], [-0.03865, 5.04750, 2.55832], [1.29505, 4.74292, 3.70048], [0.15408, 3.43866, 3.34166], [1.66192, 4.64101, 1.03844], [2.83019, 2.33340, 2.64705], [3.31915, 4.03632, 2.83632], [3.59795, 3.25396, 1.33353], [0.05400, 3.21746, 0.60717], [-1.66758, 1.41865, -5.38039], [-2.48143, 0.19634, -4.92927], [-1.67905, -1.07960, -5.01390], [-2.95921, 0.46810, -3.60342], [-1.20840, 1.35642, -6.36753], [-0.85922, 1.58098, -4.66188], [-2.31445, 2.29323, -5.30050], [-3.36737, 0.24717, -5.56942], [-2.19709, -1.99743, -4.73504], [-0.76502, -0.97154, -4.42465], [-1.38897, -1.21225, -6.06182], [-2.18430, 0.37336, -2.99455], [-1.70738, -4.60772, -2.25952], [-1.12130, -5.94462, -2.70328], [-0.65118, -5.88501, -4.13183], [-0.00308, -6.25576, -1.86897], [-0.95950, -3.82937, -2.41553], [-1.97909, -4.59719, -1.20376], [-2.53096, -4.31977, -2.91741], [-1.86547, -6.73882, -2.58536], [-0.08326, -6.80594, -4.30579], [0.02167, -5.05536, -4.34491], [-1.46022, -5.90564, -4.86060], [-0.29652, -6.26271, -0.95261], [7.24426, -0.90966, -4.43240], [7.37760, -2.34442, -3.91481], [6.35120, -2.56984, -2.81153], [7.10283, -3.27194, -4.97758], [7.90376, -0.72958, -5.28442], [7.45272, -0.19017, -3.64023], [6.23900, -0.73270, -4.81303], [8.37253, -2.61629, -3.55165], [6.49958, -1.84806, -2.00808], [6.51360, -3.55667, -2.37064], [5.33414, -2.53546, -3.19799], [7.93710, -3.48416, -5.40185], [-1.85337, 5.31207, -2.41328], [-1.17376, 4.02693, -1.95806], [0.27981, 3.91925, -2.40130], [-1.23647, 3.87939, -0.55888], [-1.67476, 5.50336, -3.47804], [-1.42272, 6.20689, -1.95382], [-2.93373, 5.27526, -2.27648], [-1.68914, 3.22120, -2.50611], [0.88322, 3.22489, -1.81108], [0.80560, 4.85790, -2.17261], [0.36222, 3.70873, -3.46498], [-2.15472, 3.96569, -0.22392], [3.72559, 1.18639, -2.22354], [3.10811, 1.70325, -3.51873], [4.01962, 1.53384, -4.71773], [1.82432, 1.08791, -3.77609], [3.77313, 0.10012, -2.15535], [3.15932, 1.58464, -1.37895], [4.74953, 1.56297, -2.15287], [2.86072, 2.75931, -3.37628], [4.37612, 0.52783, -4.92256], [4.85112, 2.22070, -4.52558], [3.48331, 1.90696, -5.59267], [1.85288, 0.15865, -3.43006], [2.08324, -0.85151, 3.11270], [3.20832, -1.12058, 4.12172], [3.67094, 0.15139, 4.79326], [2.75661, -2.06901, 5.09373], [1.25165, -0.32669, 3.58713], [1.66866, -1.81133, 2.81076], [2.47205, -0.30661, 2.25065], [4.05702, -1.59971, 3.62633], [3.95908, 0.92216, 4.07204], [4.50111, -0.01634, 5.48019], [2.85713, 0.60237, 5.37175], [2.00923, -1.66581, 5.58974]], "forces_ev_per_angstrom": [[0.8577, -0.1922, -0.2254], [-0.1952, 0.0544, 0.0499], [0.4044, -0.6058, 0.4834], [-0.1371, 1.1549, 0.2056], [0.3216, -0.8720, 0.9527], [0.2401, -0.5208, -1.1384], [-0.0316, -0.1403, 0.0381], [-0.5835, 0.0616, 0.3785], [-0.2714, 0.3594, -0.3267], [0.0075, 0.4759, -0.4769], [-0.0144, 0.0521, 0.0634], [0.0580, -0.2760, 0.3159], [-0.1469, 0.0882, -0.3235], [0.3250, 0.1089, -0.2111], [0.0230, 0.7214, -0.5698], [-0.0672, 0.0592, 0.6491], [-0.3023, -0.0615, -0.1040], [-0.2420, 0.0804, 0.5423], [0.3571, 0.2390, -0.2391], [0.4513, 0.6957, 0.5106], [-0.3920, -1.1967, 0.8346], [0.5380, 1.2901, 0.0032], [0.1549, -0.2972, 0.2250], [0.2221, -0.0053, -0.3847], [-0.1304, -0.2452, -0.2202], [0.0000, -0.1241, 0.1255], [-0.0394, -0.3955, -0.2790], [-0.2530, -0.0623, 0.0699], [-0.1379, 0.1888, -0.2201], [-0.3378, -0.4585, -0.2355], [-0.1356, -0.0610, -0.1510], [-0.0814, -0.1413, -0.2140], [-0.0568, 0.3991, -0.0960], [0.1224, -0.0253, -0.1153], [0.0687, -0.3116, -0.1070], [-0.1962, 0.1818, 0.4803], [0.3833, 0.1101, 0.7495], [-0.8749, 0.2512, -0.5744], [-0.3683, 0.1383, 0.7603], [0.6035, -0.2534, -0.1679], [0.2317, -0.0832, 0.2488], [-0.0343, -0.0968, -0.1516], [0.1354, 0.2680, 0.3526], [0.0362, -0.0644, -0.0251], [-0.5840, -0.2260, 0.2227], [-0.1245, 0.2213, 0.1200], [0.1172, 0.0650, -0.2684], [-0.1953, -0.1058, -0.3451], [0.3275, 0.1857, -0.0922], [0.0814, -0.3435, 0.2440], [0.2035, -0.1134, -0.4817], [-0.0523, 0.1245, 0.0958], [-0.1144, -0.1258, -0.1803], [-0.1049, 0.1487, -0.1301], [-0.0573, 0.0243, 0.0104], [-0.0804, -0.0977, -0.2275], [-0.0748, -0.0786, 0.0219], [0.0341, 0.0025, -0.1162], [0.1214, 0.6632, 0.7078], [-0.2337, -0.3512, -0.4183], [0.2058, -0.2694, -0.3182], [-0.7635, 1.8594, 2.3111], [-0.8960, 0.3493, 1.5832], [1.4436, 0.4797, -0.1071], [-0.5030, -1.2197, 0.1595], [-0.4195, 0.3809, -0.0433], [0.3451, 0.1834, 0.1680], [0.1634, -0.3824, 0.0225], [0.1929, -0.1421, -0.4030], [-0.2411, 0.0081, 0.2155], [-0.1574, 0.0373, 0.2877], [0.0319, 0.0500, 0.0061], [-0.4065, -0.4070, 0.1544], [-0.8506, 1.7250, 1.3914], [0.2404, -0.3719, -0.1999], [-0.4226, -0.1068, -0.0529], [-0.1269, -0.0008, -0.0267], [0.0291, 0.3871, -0.1951], [0.2093, 0.2520, -0.1315], [-0.0833, -0.0427, -0.0537], [-0.0191, -0.1403, -0.0530], [-0.0011, -0.0642, 0.0214], [0.2136, -0.2550, -0.2884], [0.3162, -0.0056, -0.2364], [0.2284, 0.3528, 0.1523], [-0.1307, 0.2773, 0.0881], [-0.1953, -0.0735, 0.2340], [-0.0413, 0.1432, -0.0241], [-0.1195, 0.1108, 0.0846], [0.0138, 0.0920, 0.0986], [-0.0960, 0.0112, 0.0268], [-0.0566, -0.1481, 0.1703], [-0.2990, -0.2503, -0.2357], [0.1208, -0.3261, -0.1940], [0.3219, 0.0628, 0.6920], [-0.1189, 1.2604, 0.1034], [0.1065, -0.1071, -0.7074], [1.0011, -0.3027, -0.5754], [-0.2342, -0.1342, -0.0816], [0.1494, -0.0497, -0.0812], [-0.0008, 0.0346, -0.2516], [-0.0951, -0.7706, 0.1111], [-0.2136, 0.1946, 0.2756], [-0.0167, -0.0660, 0.0507], [0.1658, -0.0367, 0.0865], [-0.2136, 0.1457, -0.1225], [0.3785, -1.3208, -1.5364], [-0.1566, 0.9101, 0.4198], [0.5898, -1.1991, -0.2992], [0.3395, -0.2684, -0.4579], [0.2068, -0.0924, 0.1078], [0.9946, -2.1674, -3.0896], [-0.3552, -0.0959, 0.1443], [-0.1142, -0.0186, -0.1394], [0.0827, 0.1068, -0.1645], [-0.1034, 0.1560, 0.1696], [-0.1874, 0.2585, 0.1548], [-0.1805, 0.3098, 0.0897], [0.4841, -0.2476, -0.2019], [-0.7242, 0.0563, -0.3080], [0.6301, -0.6448, 0.1941], [-0.1890, -0.0023, 0.1083], [0.1816, 0.0378, 0.1594], [0.0479, 0.0638, -0.0507], [-0.1237, -0.1642, 0.1896], [0.0733, 0.5824, 0.2251], [-0.1838, 0.1469, -0.0827], [-0.1535, -0.0108, -0.0546], [-0.0110, 0.1833, -0.0469], [-0.0332, -0.0026, -0.1169], [0.4575, 0.4580, -0.5728], [0.0871, -0.0170, -1.0473], [0.6285, 1.0353, 0.7112], [0.1670, -0.1725, 0.3750], [-0.1004, -0.4087, -0.0347], [-0.1376, -0.1915, 0.4591], [0.0066, 0.0578, 0.2219], [-0.2583, -0.1671, 0.4758], [-0.4838, -0.5242, -0.1785], [-0.2255, 0.1701, -0.3363], [0.0383, -0.0806, 0.0034], [-0.2357, -0.0921, 0.0112], [0.0967, 0.5392, -0.0078], [-0.7537, -0.9633, 0.0552], [-0.1719, 1.1576, 0.0377], [0.4758, -0.5842, 0.4537], [-0.1456, -0.0711, -0.1569], [0.0429, -0.2010, 0.1184], [-0.0232, 0.0072, 0.1067], [0.2489, 0.0485, -0.1819], [-0.0722, -0.1148, 0.2756], [0.2706, -0.2981, -0.3387], [0.1186, -0.1192, -0.0820], [-0.0682, 0.7544, -0.3550], [0.3907, -0.3430, 0.2596], [-0.6917, -0.2463, 0.2747], [0.0074, 0.6394, 0.1633], [0.0797, 0.2089, 0.1027], [0.1407, 0.2901, -0.0248], [0.0986, -0.1192, -0.3093], [-0.2645, 0.0798, -0.0524], [-0.0913, -0.0029, -0.0734], [0.1587, -0.1805, -0.0707], [0.0161, -0.0985, -0.0718], [-0.0650, -0.1888, -0.0015], [0.2121, -0.0451, -0.3805]]}